Here is 8 unconnected molecules or ions with the total composition C28H59B2I3N2O10 at a distorted geometry from the OMol25 dataset. Energies are from ωB97M-V/def2-TZVPD.

ORCA input file:
```
! RIJCOSX wB97M-V def2-TZVPD def2/J DEFGRID3
* xyz 0 1
C 1.068 2.931 3.302
C 0.491 2.000 2.050
B -1.068 2.393 1.634
O -1.662 3.734 1.943
C -1.942 1.170 0.885
C -1.955 1.022 -0.782
C -1.045 2.077 -1.645
B -1.832 3.527 -1.949
O -1.004 4.771 -2.055
O -3.296 3.635 -2.164
C -2.901 -0.184 -1.423
I -2.852 -0.289 -3.653
C -3.814 -1.234 -0.493
C -4.790 -2.413 -1.174
I -6.354 -1.576 -2.497
C -3.989 -3.699 -1.746
C -3.735 -3.837 -3.331
I -5.141 -5.505 -1.121
C -3.684 -1.035 1.166
N -4.467 -2.025 1.987
C -4.323 -1.848 3.461
C -3.433 -0.643 4.085
N -2.633 0.397 3.357
C -2.789 0.125 1.882
H 0.903 4.082 3.100
H 0.576 2.617 4.335
H 2.240 2.767 3.454
H 0.502 0.891 2.452
H 1.212 2.010 1.109
H -1.900 3.773 2.929
H -0.739 1.684 -2.730
H 0.008 2.337 -1.144
H -1.250 5.404 -1.314
H -3.774 3.769 -1.279
H -5.452 -2.844 -0.275
H -2.940 -3.823 -1.194
H -4.584 -3.493 -4.054
H -3.579 -5.000 -3.559
H -2.701 -3.344 -3.670
H -4.883 -2.616 4.172
H -3.415 -0.572 5.278
C 0.614 -6.098 -3.538
C -0.834 -6.487 -3.323
O -1.603 -6.149 -4.468
H 0.699 -5.024 -3.732
H 1.219 -6.349 -2.663
H 1.027 -6.613 -4.412
H -1.250 -5.955 -2.463
H -0.929 -7.562 -3.142
H -1.231 -6.633 -5.225
C 2.330 -1.529 -3.679
C 3.245 -2.663 -4.094
O 2.682 -3.362 -5.194
H 1.343 -1.913 -3.403
H 2.748 -0.983 -2.829
H 2.180 -0.830 -4.508
H 3.375 -3.371 -3.270
H 4.230 -2.286 -4.384
H 2.578 -2.727 -5.923
C -9.464 -2.385 0.788
C -9.329 -3.788 0.232
O -9.021 -3.734 -1.152
H -10.250 -1.835 0.259
H -9.706 -2.409 1.854
H -8.534 -1.823 0.650
H -10.267 -4.338 0.352
H -8.537 -4.339 0.748
H -8.182 -3.250 -1.247
C 2.524 4.097 7.706
C 2.658 2.694 7.151
O 2.967 2.748 5.766
H 1.738 4.646 7.177
H 2.281 4.073 8.772
H 3.453 4.659 7.568
H 1.721 2.143 7.271
H 3.451 2.143 7.666
H 3.805 3.232 5.671
C 1.902 7.037 0.065
C 2.179 5.801 0.896
O 1.308 5.764 2.016
H 2.038 7.943 0.666
H 2.569 7.084 -0.800
H 0.865 7.042 -0.288
H 3.209 5.812 1.265
H 2.033 4.891 0.306
H 0.396 5.746 1.678
C 6.864 -4.001 -2.946
C 7.832 -2.844 -3.072
O 7.121 -1.641 -3.323
H 6.272 -4.110 -3.861
H 7.397 -4.937 -2.757
H 6.156 -3.827 -2.128
H 8.523 -3.012 -3.904
H 8.418 -2.721 -2.156
H 6.516 -1.496 -2.575
C 6.601 4.035 1.747
C 5.153 3.646 1.962
O 4.384 3.985 0.818
H 6.686 5.110 1.554
H 7.207 3.785 2.623
H 7.015 3.521 0.873
H 4.738 4.179 2.823
H 5.059 2.571 2.143
H 4.756 3.501 0.061
*
```

Calculated values
HOMO level, hartree: -0.304
SMILES: CCB(O)c1c(CB(O)O)c(I)c([C@@H](I)[C@H](C)I)c2nccnc12.CCO.CCO.CCO.CCO.CCO.CCO.CCO
Total energy, eV: -79089.9017

=====

Here is 4 unconnected molecules or ions with the total composition C28H59N2O4P2S at a distorted geometry from the OMol25 dataset. Energies are from ωB97M-V/def2-TZVPD.

ORCA input file:
```
! RIJCOSX wB97M-V def2-TZVPD def2/J DEFGRID3
* xyz 1 1
C 0.530 -5.569 0.410
C 0.710 -5.609 -1.219
P 1.167 -3.815 -1.796
C 1.263 -3.961 -3.709
C -0.237 -2.605 -1.271
C -1.785 -3.232 -1.375
C -3.091 -2.278 -0.999
C -4.659 -2.802 -1.119
O -4.918 -4.001 -1.656
O -5.720 -1.880 -0.656
P -7.000 -2.868 0.060
N -8.195 -2.907 -1.044
C -2.699 -0.725 -0.517
C -1.120 -0.257 -0.464
N 0.061 -1.172 -0.831
C 1.442 -0.554 -0.766
S 2.386 -0.883 0.819
O 3.850 -0.349 0.569
O 1.867 -0.078 2.054
H 0.314 -6.614 0.903
H 1.526 -5.076 0.846
H -0.388 -4.867 0.647
H -0.300 -6.000 -1.700
H 1.531 -6.404 -1.501
H 2.043 -4.805 -3.959
H 0.241 -4.259 -4.221
H 1.630 -2.969 -4.224
H -1.976 -4.337 -1.724
H -6.526 -4.185 0.455
H -7.445 -2.223 1.300
H -7.870 -2.363 -1.897
H -3.542 0.044 -0.254
H -0.896 0.851 -0.130
H 2.105 -0.940 -1.665
H 1.293 0.614 -0.935
H 2.532 -2.241 1.154
C -10.368 2.658 2.964
C -9.049 3.217 2.454
C -8.998 3.355 0.930
C -9.126 2.043 0.147
C -8.080 0.976 0.479
C -6.657 1.410 0.162
H -10.545 1.642 2.600
H -10.362 2.620 4.059
H -11.206 3.289 2.653
H -8.223 2.593 2.810
H -8.897 4.209 2.897
H -8.062 3.854 0.655
H -9.803 4.028 0.608
H -9.069 2.274 -0.924
H -10.123 1.618 0.309
H -8.306 0.076 -0.105
H -8.149 0.684 1.532
H -6.554 1.668 -0.897
H -5.958 0.595 0.380
H -6.355 2.274 0.760
C 6.047 -3.033 0.544
C 6.705 -1.749 1.026
C 8.183 -1.643 0.638
C 9.096 -2.723 1.230
C 9.097 -2.818 2.757
C 9.601 -1.555 3.438
H 6.505 -3.916 0.998
H 4.985 -3.034 0.813
H 6.120 -3.124 -0.544
H 6.585 -1.658 2.110
H 6.170 -0.898 0.586
H 8.551 -0.654 0.932
H 8.266 -1.682 -0.455
H 10.120 -2.534 0.885
H 8.817 -3.701 0.818
H 9.744 -3.653 3.052
H 8.096 -3.061 3.128
H 10.618 -1.316 3.112
H 9.618 -1.695 4.524
H 8.958 -0.697 3.225
C 2.563 3.245 0.284
C 2.475 4.761 0.213
C 1.603 5.264 -0.941
C 2.097 4.897 -2.345
C 3.512 5.369 -2.688
C 3.662 6.882 -2.674
H 3.036 2.825 -0.609
H 3.163 2.943 1.150
H 1.569 2.800 0.391
H 3.482 5.186 0.147
H 2.048 5.128 1.155
H 1.510 6.353 -0.860
H 0.588 4.867 -0.817
H 1.396 5.317 -3.077
H 2.049 3.809 -2.475
H 3.765 5.004 -3.691
H 4.242 4.921 -2.006
H 2.967 7.349 -3.380
H 4.679 7.162 -2.965
H 3.476 7.297 -1.679
*
```

Calculated values
HOMO level, hartree: -0.411
Total energy, eV: -70555.5374

=====

Here is 8 unconnected molecules or ions with the total composition C28H60O8 at a distorted geometry from the OMol25 dataset. Energies are from ωB97M-V/def2-TZVPD.

ORCA input file:
```
! RIJCOSX wB97M-V def2-TZVPD def2/J DEFGRID3
* xyz 0 1
C -2.923 1.958 -6.312
C -1.444 1.702 -6.098
C -1.473 1.187 -4.683
O -2.249 2.196 -4.034
C -3.294 2.595 -4.950
H -3.477 1.014 -6.312
H -3.172 2.462 -7.242
H -0.896 2.643 -6.153
H -1.036 1.020 -6.850
H -0.459 1.141 -4.280
H -1.925 0.197 -4.561
H -3.368 3.684 -4.975
H -4.265 2.240 -4.599
C 0.748 -3.701 -1.217
C 0.421 -3.503 -2.689
C -1.066 -3.895 -2.782
O -1.470 -4.197 -1.443
C -0.334 -4.680 -0.748
H 0.580 -2.791 -0.635
H 1.786 -3.963 -1.000
H 1.032 -4.117 -3.350
H 0.649 -2.458 -2.908
H -1.150 -4.818 -3.362
H -1.705 -3.086 -3.125
H -0.114 -5.736 -0.954
H -0.547 -4.621 0.321
C -1.777 -1.656 4.333
C -2.843 -2.714 4.688
C -4.020 -1.849 5.123
O -3.977 -0.763 4.193
C -2.633 -0.455 3.937
H -1.216 -2.040 3.480
H -1.085 -1.463 5.153
H -2.488 -3.445 5.421
H -3.010 -3.328 3.800
H -3.835 -1.438 6.124
H -4.992 -2.333 5.107
H -2.360 0.454 4.487
H -2.432 -0.339 2.869
C 1.977 -3.601 3.097
C 1.197 -4.868 3.417
C 2.177 -5.744 4.184
O 3.181 -4.855 4.677
C 2.862 -3.497 4.349
H 1.297 -2.750 3.019
H 2.576 -3.590 2.185
H 0.724 -5.422 2.603
H 0.373 -4.564 4.072
H 2.721 -6.394 3.490
H 1.689 -6.331 4.963
H 3.821 -3.049 4.111
H 2.280 -3.005 5.130
C -1.046 -0.277 0.242
C -0.674 0.787 -0.799
C -0.213 1.836 0.196
O 0.695 1.139 1.027
C 0.231 -0.236 1.109
H -1.275 -1.218 -0.266
H -1.986 0.028 0.700
H -1.514 1.203 -1.369
H 0.050 0.553 -1.582
H -1.109 2.222 0.698
H 0.273 2.689 -0.277
H -0.013 -0.519 2.132
H 0.939 -0.910 0.630
C 3.435 2.912 -3.998
C 2.077 2.954 -3.312
C 2.455 3.335 -1.862
O 3.737 3.953 -1.940
C 4.208 3.991 -3.285
H 3.389 3.074 -5.075
H 3.852 1.927 -3.764
H 1.532 2.016 -3.401
H 1.466 3.737 -3.773
H 2.492 2.402 -1.296
H 1.723 4.041 -1.475
H 5.283 3.836 -3.367
H 3.939 4.983 -3.673
C -1.910 5.499 -0.190
C -2.555 4.550 -1.183
O -1.541 3.996 -2.003
H -1.216 4.942 0.441
H -2.702 5.885 0.455
H -1.391 6.303 -0.705
H -3.285 5.134 -1.760
H -3.115 3.750 -0.685
H -1.936 3.511 -2.750
C 3.351 0.607 3.371
C 2.662 1.957 3.460
O 3.118 2.641 4.653
H 4.439 0.663 3.407
H 3.035 0.094 2.455
H 3.066 -0.067 4.184
H 1.602 1.713 3.580
H 2.807 2.616 2.611
H 2.573 2.307 5.370
*
```

Calculated values
HOMO level, hartree: -0.345
Relative energy (zero: lowest compared OMol25 entry of this formula, charge and spin), kcal/mol: 14.7
SMILES: C1CCOC1.C1CCOC1.C1CCOC1.C1CCOC1.C1CCOC1.C1CCOC1.CCO.CCO
Total energy, eV: -46384.9499

=====

Here is 7 unconnected molecules or ions with the total composition C28H60O9P at a distorted geometry from the OMol25 dataset. Energies are from ωB97M-V/def2-TZVPD.

ORCA input file:
```
! RIJCOSX wB97M-V def2-TZVPD def2/J DEFGRID3
* xyz -1 1
C -1.766 -3.802 0.655
C -0.652 -3.818 -0.574
O -0.234 -2.479 -1.020
P 0.604 -1.596 0.225
O 2.254 -2.027 -0.273
C 2.881 -0.683 -0.200
C 1.800 0.496 -0.588
O 0.524 -0.235 -0.882
H -2.832 -3.526 0.259
H -1.422 -3.152 1.577
H -1.815 -4.922 1.058
H 0.248 -4.546 -0.331
H -1.222 -4.313 -1.498
H 1.217 -0.632 1.112
H 0.718 -2.654 1.196
H -0.720 -1.161 0.690
H 3.354 -0.325 0.809
H 3.814 -0.617 -0.932
H 1.744 1.324 0.269
H 2.341 1.010 -1.512
C 1.160 5.934 -1.138
C -0.104 5.262 -0.668
C 0.406 3.915 -0.205
O 1.748 4.116 0.259
C 2.179 5.424 -0.142
H 1.095 7.025 -1.161
H 1.414 5.584 -2.145
H -0.524 5.815 0.181
H -0.874 5.184 -1.440
H 0.443 3.198 -1.032
H -0.202 3.490 0.599
H 2.209 6.055 0.753
H 3.186 5.368 -0.564
C 5.140 -3.819 1.533
C 5.762 -4.772 2.521
C 5.443 -4.110 3.844
O 4.206 -3.405 3.668
C 3.898 -3.366 2.268
H 4.920 -4.272 0.563
H 5.809 -2.965 1.369
H 5.263 -5.746 2.461
H 6.833 -4.926 2.369
H 6.209 -3.377 4.117
H 5.343 -4.831 4.660
H 3.061 -4.051 2.092
H 3.587 -2.356 1.986
C -2.928 -2.117 -5.099
C -4.192 -2.790 -4.630
C -3.681 -4.137 -4.166
O -2.339 -3.936 -3.702
C -1.909 -2.628 -4.104
H -2.992 -1.027 -5.122
H -2.674 -2.468 -6.107
H -4.612 -2.237 -3.781
H -4.962 -2.868 -5.401
H -3.645 -4.854 -4.993
H -4.289 -4.562 -3.363
H -1.879 -1.997 -3.209
H -0.902 -2.684 -4.525
C -0.830 -6.256 5.180
C -0.927 -7.592 4.489
C -1.597 -7.225 3.183
O -1.195 -5.884 2.871
C -0.554 -5.320 4.024
H -0.059 -6.216 5.954
H -1.793 -6.007 5.642
H 0.079 -7.982 4.296
H -1.482 -8.342 5.057
H -2.688 -7.232 3.281
H -1.315 -7.893 2.365
H 0.519 -5.257 3.812
H -0.935 -4.311 4.201
C 1.040 10.739 0.866
C 1.348 9.993 2.139
C 0.905 8.587 1.797
O 1.098 8.421 0.386
C 1.365 9.707 -0.192
H 1.611 11.663 0.750
H -0.027 10.987 0.831
H 2.428 10.009 2.327
H 0.841 10.397 3.019
H -0.160 8.443 2.008
H 1.474 7.825 2.338
H 2.426 9.738 -0.463
H 0.769 9.834 -1.099
C -2.965 2.168 -2.670
C -4.284 2.443 -3.344
C -4.765 1.049 -3.681
O -4.239 0.173 -2.674
C -3.256 0.890 -1.915
H -2.625 2.979 -2.021
H -2.192 1.987 -3.427
H -4.973 2.915 -2.633
H -4.203 3.090 -4.222
H -4.375 0.717 -4.649
H -5.856 0.975 -3.700
H -3.684 1.101 -0.929
H -2.366 0.268 -1.783
*
```

Calculated values
HOMO level, hartree: -0.148
Total energy, eV: -57720.0231